No. 1
Here is C2HCsO3 as an isolated structure in a non-equilibrium geometry from OMol25. Energies are from ωB97M-V/def2-TZVPD.

XYZ file:
```
7
Properties=species:S:1:pos:R:3:forces:R:3:mulliken_charge:R:1
O 2.334285 1.633343 1.382813 -0.458 0.362 0.193 -0.239
C 1.451345 1.023081 1.012100 2.268 -0.301 -0.084 0.162
O -0.608382 0.729606 0.733140 -8.272 -1.708 -1.445 -0.605
C -2.218816 0.662645 0.554529 4.107 2.918 -1.446 0.004
O -2.868118 0.548840 -0.513658 1.987 -1.178 1.895 -0.576
H -2.768880 1.197847 1.370302 0.498 -0.926 0.222 0.298
Cs -0.896507 -1.724495 -1.823856 -0.130 0.833 0.665 0.954
```
Positions in Å, forces in eV/Å.

Summary:
Total energy in eV: -8777.47264
HOMO level in eV: -7.80
HOMO-LUMO gap in eV: 6.93


No. 2
Here is C2HEuO4 as an isolated structure in a non-equilibrium geometry from OMol25. Energies are from ωB97M-V/def2-TZVPD.

XYZ file:
```
8
Properties=species:S:1:pos:R:3:forces:R:3:lowdin_spin:R:1
O 4.180214 -3.345799 0.222860 -0.444 0.227 -0.083 0.000
C 3.204438 -2.808905 0.054630 0.420 -0.199 0.085 0.000
H 0.442538 -0.018009 0.105381 0.056 0.525 -0.136 0.000
O 0.106269 0.779468 0.559930 -0.119 -0.112 -0.058 0.000
C -1.060528 1.128259 0.077839 -0.266 -1.339 0.745 0.024
O -1.460914 0.721823 -1.056598 -1.023 0.575 -0.792 0.023
O -1.869697 1.745709 0.832845 -0.895 0.982 -0.695 0.021
Eu -3.542321 1.797454 -0.796888 2.270 -0.660 0.934 6.932
```
Positions in Å, forces in eV/Å.

Summary:
Spin multiplicity: 8
Total energy in eV: -29599.98415
Charge: +1
HOMO level (spin up / spin down) in eV: -11.61 / -15.34
HOMO-LUMO gap (spin up / spin down) in eV: 3.47 / 9.96


No. 3
Here is a 2-piece molecular cluster, C2HF2N overall in a non-equilibrium geometry from OMol25. Energies are from ωB97M-V/def2-TZVPD.

XYZ file:
```
6
Properties=species:S:1:pos:R:3:forces:R:3:mulliken_charge:R:1
C 1.857797 -0.484873 1.005491 0.079 1.007 -0.164 0.069
C -1.936162 0.333029 -0.471111 0.332 0.913 0.381 0.137
N 1.357713 -0.317372 -0.012653 -0.061 -0.499 0.104 -0.327
F -2.203809 -0.600828 -1.325344 0.347 0.672 -0.429 -0.061
F -1.439835 1.387601 -1.129325 -0.637 -1.583 0.061 -0.083
H 2.364295 -0.317558 1.932943 -0.059 -0.510 0.048 0.266
```
Positions in Å, forces in eV/Å.

Summary:
Total energy in eV: -9012.00064
HOMO level in eV: -10.87
HOMO-LUMO gap in eV: 11.25